1.
The following is a quantum chemistry calculation of a molecular structure, C34H43N6STc, from OMol25.

Values from the calculation:
Charge: +4
E in eV: -57892.6124

Each line ends with the Mulliken charge.
Geometry (Å):
Tc1 -0.578700 0.203802 -0.163966  -1.12
C1 1.701049 2.180017 0.111213  -1.43
N1 0.204838 2.185519 0.101056  0.35
C2 -0.281419 2.969581 -1.061145  -1.13
C3 -0.028321 2.144783 -2.298503  0.87
C4 0.269883 2.714788 -3.520603  -1.15
C5 0.534842 1.892590 -4.609520  -0.44
C6 0.511719 0.512170 -4.436589  -1.06
C7 0.193320 0.002395 -3.197899  -0.47
N2 -0.098673 0.794952 -2.147642  0.82
C8 -0.325307 2.644294 1.408469  -1.11
C9 -0.145275 1.529487 2.407835  0.91
C10 0.170906 1.769327 3.730528  -1.04
C11 0.332449 0.697271 4.600760  -0.46
C12 0.161558 -0.595669 4.116364  -0.97
C13 -0.161827 -0.771295 2.790064  -0.30
N3 -0.320530 0.264187 1.942270  0.74
C14 2.303900 0.802666 0.087063  0.80
C15 3.675698 0.647661 0.199250  -1.09
C16 4.223945 -0.624047 0.161297  -0.47
C17 3.373281 -1.716563 0.004416  -0.96
C18 2.022802 -1.494545 -0.107342  -0.43
N4 1.484154 -0.254472 -0.066920  0.74
H1 2.073919 2.714507 0.986699  0.67
H2 2.076402 2.724711 -0.757438  0.58
H3 0.201869 3.946557 -1.130966  0.65
H4 -1.352831 3.151374 -0.954390  0.50
H5 0.308585 3.791910 -3.621275  0.59
H6 0.775791 2.322544 -5.573750  0.49
H7 0.745165 -0.159691 -5.251103  0.50
H8 0.167012 -1.064687 -3.020609  0.67
H9 -1.392465 2.861047 1.309079  0.42
H10 0.155150 3.562451 1.752010  0.66
H11 0.291159 2.786378 4.080952  0.57
H12 0.597010 0.867473 5.636744  0.48
H13 0.282954 -1.456140 4.759792  0.52
H14 -0.314362 -1.757491 2.373755  0.49
H15 4.308006 1.519279 0.314343  0.59
H16 5.293754 -0.763368 0.251340  0.48
H17 3.759602 -2.725902 -0.030775  0.52
H18 1.330141 -2.314162 -0.237885  0.40
C19 -5.958086 3.745015 -0.762065  -0.90
C20 -7.265647 3.043505 -1.155663  -0.77
C21 -7.428593 1.596152 -0.683528  -0.44
C22 -6.582615 0.559281 -1.445115  -0.73
N5 -5.139233 0.752819 -1.196944  0.02
C23 -4.275721 0.149236 -0.418743  0.48
S1 -2.795382 1.100879 -0.154805  0.06
N6 -4.406356 -1.006235 0.199987  0.38
C24 -5.511397 -1.979219 0.120992  -1.55
C25 -6.722401 -1.636977 1.016302  0.00
C26 -6.787001 -2.489926 2.277507  -0.95
C27 -5.665883 -2.209124 3.267559  -0.97
H19 -6.121392 4.815464 -0.650338  0.43
H20 -5.182362 3.652943 -1.535411  0.24
H21 -5.566639 3.374110 0.189305  0.19
H22 -7.422707 3.106867 -2.235320  0.35
H23 -8.092273 3.610052 -0.725230  0.38
H24 -8.467895 1.296646 -0.824415  0.46
H25 -7.208328 1.524455 0.385447  0.15
H26 -6.739738 0.685752 -2.516318  0.52
H27 -6.884743 -0.443452 -1.169007  0.19
H28 -4.822768 1.645769 -1.555751  0.16
H29 -3.648275 -1.248832 0.816437  0.05
H30 -5.086155 -2.931292 0.437225  0.67
H31 -5.805271 -2.082270 -0.923241  0.53
H32 -7.640162 -1.777767 0.443634  0.45
H33 -6.668288 -0.583349 1.305287  0.06
H34 -6.811146 -3.552062 2.017636  0.41
H35 -7.748709 -2.303002 2.759971  0.43
H36 -4.691945 -2.549881 2.890873  0.15
H37 -5.843890 -2.732117 4.204721  0.42
H38 -5.590331 -1.139505 3.478963  0.26
C28 -1.135277 -1.536472 -0.548205  0.02
C29 -1.539492 -2.764215 -0.979443  1.38
C30 -2.200597 -2.812530 -2.253328  -0.23
C31 -2.608224 -4.015849 -2.763127  -0.94
C32 -2.388257 -5.197604 -2.043569  -0.37
C33 -1.758740 -5.169116 -0.793947  -0.89
C34 -1.334463 -3.979789 -0.260746  -0.11
H39 -2.364917 -1.887062 -2.792729  0.57
H40 -3.098380 -4.053558 -3.727356  0.49
H41 -2.712863 -6.143427 -2.460269  0.50
H42 -1.603510 -6.090612 -0.248367  0.50
H43 -0.836375 -3.957459 0.700778  0.54

Atomic forces in eV per Å
-2.4 -1.9 -0.7
0.2 -0.1 0.0
0.1 0.6 0.1
-0.1 0.1 -0.2
0.1 0.2 -0.1
0.0 0.0 0.0
0.0 -0.1 0.0
0.0 0.0 0.0
-0.1 -0.1 -0.1
0.1 0.1 0.4
-0.1 0.0 0.3
0.1 0.1 0.2
-0.1 0.0 0.0
0.0 -0.1 -0.1
0.0 0.1 0.0
-0.1 -0.1 0.0
0.2 0.1 -0.4
0.2 0.0 0.1
0.0 0.0 0.0
-0.1 0.0 0.0
0.0 0.0 0.0
-0.1 -0.1 0.0
0.0 0.3 0.0
-0.1 0.0 0.0
-0.1 0.0 0.0
0.1 0.0 0.0
0.0 0.0 0.1
0.0 0.0 0.0
0.0 0.0 0.0
0.0 0.0 0.0
0.0 0.0 0.0
0.0 0.0 -0.1
0.1 0.0 -0.1
0.0 0.0 0.0
0.0 0.0 0.0
0.0 0.0 0.0
0.1 0.0 0.0
0.0 0.0 0.0
0.0 0.0 0.0
0.0 0.0 0.0
0.0 0.0 0.0
0.0 -0.1 -0.2
-0.2 0.1 0.1
0.4 0.0 -0.2
-0.7 0.1 0.2
0.3 0.2 -0.1
-0.3 -0.5 -0.1
1.7 -0.1 0.2
0.2 0.0 -0.1
-0.5 0.0 0.1
0.2 -0.1 0.1
-0.2 0.0 0.2
0.1 0.0 -0.1
0.0 0.0 0.0
0.0 -0.1 0.1
0.0 0.0 0.0
0.0 0.0 0.0
0.0 0.0 0.0
0.0 -0.1 0.0
-0.1 0.0 0.0
0.1 -0.1 0.0
0.1 0.1 -0.1
0.0 0.1 0.0
0.0 0.0 0.1
0.1 0.0 -0.1
0.2 0.0 0.0
0.0 0.0 0.0
-0.1 0.0 -0.1
0.1 0.0 -0.1
0.1 0.1 0.0
0.0 0.0 0.0
0.1 0.0 0.0
0.0 0.0 0.1
0.5 1.5 0.6
-0.2 -0.2 -0.4
0.1 0.2 0.1
-0.1 -0.1 -0.2
0.0 0.2 0.0
0.0 -0.1 0.1
0.1 0.2 0.2
0.0 -0.1 -0.1
0.0 0.0 0.0
0.0 0.0 0.0
0.0 0.0 0.0
0.0 0.0 0.0

=====

2.
The following is a quantum chemistry calculation of a molecular structure, C34H43N9O4S4TeTi, from OMol25.

Values from the calculation:
Charge: +2
E in eV: -131297.5455

Each line ends with the Mulliken charge.
Geometry (Å):
Ti1 -0.641206 0.218721 -0.917029  -0.03
C1 -0.880363 0.674336 4.607252  -0.80
N1 -2.162999 0.577016 3.922324  0.28
C2 -3.389198 0.861538 4.489620  -0.84
C3 -4.317013 0.670055 3.541188  -0.42
N2 -3.652109 0.251615 2.388392  0.39
C4 -2.314091 0.203619 2.635016  -0.20
S1 -0.989229 -0.341161 1.721026  -0.44
C5 -4.367495 0.035468 1.169587  0.28
C6 -5.621132 -0.552324 1.264062  -0.91
C7 -6.391137 -0.630808 0.117952  -0.70
C8 -5.882957 -0.114811 -1.062343  -0.94
C9 -4.605171 0.414237 -1.048738  -0.12
N3 -3.833720 0.474582 0.042847  0.16
H1 -1.027211 1.240796 5.522249  0.34
H2 -0.169940 1.184994 3.961557  0.30
H3 -0.499267 -0.317236 4.844192  0.31
H4 -3.489140 1.177348 5.512306  0.49
H5 -5.380438 0.817525 3.565929  0.55
H6 -5.980582 -0.936401 2.208253  0.63
H7 -7.373779 -1.082009 0.150879  0.49
H8 -6.455360 -0.126520 -1.978639  0.48
H9 -4.176343 0.822355 -1.952012  0.45
N4 3.290528 -0.448449 -0.530226  -0.26
C10 3.103844 -0.087497 0.877534  -1.02
C11 2.796608 1.401714 1.034090  -0.56
C12 1.367614 1.785694 0.771950  -0.05
O1 0.798966 2.708367 1.282350  -0.40
O2 0.714751 0.975576 -0.103950  1.71
H10 3.274983 -1.458354 -0.627499  0.13
H11 4.206968 -0.140398 -0.841703  0.29
H12 3.981357 -0.323062 1.485499  0.58
H13 2.273177 -0.677419 1.268012  0.27
H14 3.425847 1.984476 0.352330  0.28
H15 3.019351 1.746040 2.043500  0.36
C13 -1.224172 5.538108 2.132818  -0.89
C14 -1.560994 5.681621 0.657914  -0.53
N5 -1.544718 4.394809 -0.049563  0.02
C15 -0.663193 3.855116 -0.874027  0.59
S2 -1.266605 2.477388 -1.783057  -0.51
N6 0.554374 4.309062 -1.101015  0.31
C16 1.334877 5.361123 -0.438547  -0.53
C17 1.375364 6.651123 -1.242273  -1.38
H16 -1.279850 6.510942 2.620310  0.38
H17 -0.225824 5.127380 2.283691  0.16
H18 -1.934133 4.872662 2.625073  0.34
H19 -0.899975 6.376222 0.149090  0.03
H20 -2.570692 6.074709 0.540779  0.46
H21 -2.379665 3.835865 0.044225  0.24
H22 1.031299 3.836204 -1.850750  -0.21
H23 2.340813 4.957207 -0.318693  0.40
H24 0.948243 5.511761 0.563466  0.29
H25 1.905393 6.511107 -2.184430  0.38
H26 1.893013 7.424764 -0.676135  0.42
H27 0.371895 7.008704 -1.474508  0.28
N7 -6.626213 -4.839881 -1.560521  -0.46
C18 -5.469003 -4.153606 -1.708536  0.95
C19 -4.888104 -4.002469 -2.983339  -1.03
C20 -3.715454 -3.307994 -3.139567  -0.59
C21 -3.109373 -2.727600 -2.020042  -0.40
C22 -3.669498 -2.861449 -0.747446  -0.37
C23 -4.834288 -3.572400 -0.594029  -1.03
S3 -1.642454 -1.869021 -2.224281  1.45
O3 -0.935065 -2.386670 -3.355698  -0.80
O4 -1.930273 -0.374312 -2.293025  -0.52
N8 -0.811827 -1.810208 -0.853695  1.14
C24 0.066143 -2.868805 -0.545516  -0.26
S4 -0.524779 -4.421230 -0.107294  -0.01
C25 1.091114 -4.944140 0.092639  -0.51
C26 1.941489 -3.918622 -0.156159  -0.72
N9 1.352341 -2.730956 -0.522264  -0.04
H28 -7.019861 -5.344899 -2.334439  0.20
H29 -6.974265 -5.064674 -0.645963  0.21
H30 -5.364081 -4.457091 -3.842483  0.38
H31 -3.251402 -3.225058 -4.112667  0.57
H32 -3.171618 -2.429728 0.113970  0.55
H33 -5.264793 -3.701801 0.391146  0.40
H34 1.321274 -5.954742 0.385616  0.46
H35 3.017341 -3.981546 -0.096049  0.43
C27 0.124198 0.252243 -4.692727  -0.91
Te1 1.236466 -0.244596 -2.937001  0.43
C28 2.141086 1.648188 -3.241640  0.64
C29 1.912189 1.999320 -4.688321  0.70
C30 2.650685 2.999610 -5.313398  -0.72
C31 2.402579 3.322819 -6.636753  -0.61
C32 1.419979 2.640864 -7.344177  -0.64
C33 0.686778 1.641559 -6.726784  -0.69
C34 0.923739 1.319074 -5.393977  0.33
H36 -0.866672 0.599550 -4.403075  0.34
H37 0.012081 -0.650148 -5.289821  0.73
H38 3.190530 1.615497 -2.963563  0.72
H39 1.609475 2.327916 -2.582892  -1.50
H40 3.430127 3.518680 -4.767546  0.48
H41 2.982618 4.096354 -7.121461  0.42
H42 1.234803 2.881408 -8.382251  0.42
H43 -0.070381 1.103068 -7.283394  0.49

Atomic forces in eV per Å
-0.3 0.8 1.2
0.0 0.0 0.0
0.0 0.1 0.0
0.0 0.0 0.0
0.0 0.0 0.0
0.0 0.2 -0.1
0.0 0.0 0.1
-0.3 0.0 -0.3
0.0 -0.1 0.0
-0.1 -0.1 0.0
0.0 0.0 0.0
0.0 0.0 0.0
0.1 0.0 0.0
0.0 0.2 0.1
0.0 0.0 0.0
0.0 0.0 0.0
0.0 0.0 0.0
0.0 0.0 0.0
0.0 0.0 0.0
0.0 0.0 0.0
0.0 0.0 0.0
0.0 0.0 0.0
0.1 0.0 -0.1
0.2 0.2 -0.1
0.0 0.0 -0.1
0.0 -0.2 0.0
0.0 -0.3 0.0
0.0 0.1 0.0
1.2 0.8 0.6
-0.2 0.1 -0.1
0.0 0.0 0.0
0.0 0.0 0.1
0.0 0.0 0.0
0.0 0.0 0.0
0.0 0.0 0.0
0.0 0.0 0.0
0.0 -0.1 0.1
0.0 0.0 -0.1
-0.1 -0.1 0.4
-0.3 -0.6 -0.4
0.0 0.0 -0.2
0.0 0.0 0.0
0.0 0.0 0.0
0.0 0.0 0.0
0.0 0.0 0.0
0.0 0.0 0.0
0.0 0.0 0.0
0.0 0.0 0.0
0.0 0.0 0.0
-0.1 0.0 -0.1
0.0 0.0 0.0
0.0 -0.1 0.0
0.0 0.0 0.0
0.0 0.0 0.0
0.0 0.0 0.0
0.0 0.0 0.0
0.0 0.0 0.0
0.0 0.0 0.0
0.0 0.0 0.1
-0.1 -0.1 0.2
0.0 0.0 0.0
0.0 0.0 0.0
-0.2 -0.3 -0.2
-0.1 0.1 -0.1
-0.5 -0.4 -0.4
0.1 -0.1 -0.8
-0.3 0.1 0.2
0.0 -0.1 0.0
0.0 0.0 0.1
-0.1 0.0 0.0
0.0 -0.1 0.1
0.0 0.0 0.0
0.0 0.0 0.0
0.0 0.0 0.0
0.0 0.0 0.0
0.0 0.0 0.0
0.0 0.0 0.0
0.0 0.0 0.0
0.0 0.0 0.0
0.0 0.0 -0.1
0.4 -0.3 -0.3
0.0 0.1 0.1
0.0 0.0 0.0
0.0 0.0 0.0
0.0 0.0 0.0
0.0 0.0 0.0
0.0 0.0 0.0
0.0 0.0 0.0
0.0 0.0 0.0
0.0 0.0 0.0
0.0 0.0 0.0
0.1 0.0 0.1
0.0 0.0 0.0
0.0 0.0 0.0
0.0 0.0 0.0
0.0 0.0 0.0

=====

In kcal/mol, the energy above the lowest of the compared OMol25 structures with the same formula, charge and spin values for the records above are, in order, 0.00 13.11.
In eV, the frontier orbital gap values for the records above are, in order, 5.47 7.22.
In Eh/bohr, the maximum force values for the records above are, in order, 0.0617 0.0308.